Record 1
The molecule C5H11N, computed with ωB97M-V/def2-TZVPD.

Results
* orbital gap: 9.09 eV
* relative energy (zero: lowest compared OMol25 entry of this formula, charge and spin): 18.0 kcal per mole
* strongest force on any atom: 1.50 eV/A
* total energy: -6852.7472 eV
* highest occupied orbital energy: -0.2920 hartree

Last columns: bonded neighbours and bond lengths (Å).
Element x y z (Å)
1 C -0.05647 -1.72447 -1.11025  N2 1.446, H7 1.086, H8 1.094, H9 1.099
2 N -0.58914 -0.60549 -0.36433  C1 1.446, C3 1.477, C6 1.464
3 C -0.43060 0.74778 -0.93386  N2 1.477, C4 1.519, H10 1.089, H11 1.086
4 C 0.47647 1.49127 0.03199  C3 1.519, C5 1.513, H12 1.091, H13 1.084
5 C 0.20693 0.85820 1.37924  C4 1.513, C6 1.540, H14 1.089, H15 1.093
6 C -0.26898 -0.57189 1.06391  N2 1.464, C5 1.540, H16 1.095, H17 1.090
7 H -0.01741 -1.51339 -2.17474  C1 1.086
8 H -0.70066 -2.59745 -0.97236  C1 1.094
9 H 0.93632 -2.02433 -0.74580  C1 1.099
10 H -0.00345 0.67631 -1.93348  C3 1.089
11 H -1.42897 1.17406 -0.97735  C3 1.086
12 H 0.38918 2.57899 0.00955  C4 1.091
13 H 1.49191 1.34808 -0.31825  C4 1.084
14 H -0.41180 1.40728 2.08679  C5 1.089
15 H 1.11882 0.80764 1.98009  C5 1.093
16 H 0.48668 -1.30061 1.37541  C6 1.095
17 H -1.19884 -0.75197 1.60341  C6 1.090


Record 2
The molecule C5H11N, computed with ωB97M-V/def2-TZVPD.

Results
* orbital gap: 8.23 eV
* relative energy (zero: lowest compared OMol25 entry of this formula, charge and spin): 66.3 kcal per mole
* strongest force on any atom: 2.72 eV/A
* total energy: -6850.6555 eV
* highest occupied orbital energy: -0.2615 hartree

Last columns: bonded neighbours and bond lengths (Å).
Element x y z (Å)
1 C -1.72752 -2.52048 0.02722  C2 1.580, H7 1.152, H8 1.108, H9 1.178
2 C -1.63105 -0.98685 0.39628  C1 1.580, C3 1.484, H10 1.119, H11 1.074
3 C -0.49148 -0.41808 -0.36563  C2 1.484, C4 1.351, H12 1.102
4 C 0.55950 0.23233 0.17916  C3 1.351, N5 1.406, H13 1.138
5 N 1.07765 1.42870 -0.34716  C4 1.406, C6 1.465, H14 1.012
6 C 2.16246 2.31064 0.09007  N5 1.465, H15 1.184, H16 1.070, H17 1.062
7 H -2.72039 -3.04236 0.28973  C1 1.152
8 H -0.98468 -3.19555 0.49716  C1 1.108
9 H -1.47518 -2.68149 -1.11250  C1 1.178
10 H -2.45766 -0.23463 0.33347  C2 1.119
11 H -1.43641 -1.06416 1.44972  C2 1.074
12 H -0.42000 -0.61135 -1.44802  C3 1.102
13 H 0.70718 -0.22154 1.21258  C4 1.138
14 H 0.80035 1.55396 -1.31235  N5 1.012
15 H 2.08168 3.38212 -0.40727  C6 1.184
16 H 2.04618 2.56377 1.12273  C6 1.070
17 H 3.08391 1.84502 -0.15769  C6 1.062


Record 3
The molecule C5H11N, computed with ωB97M-V/def2-TZVPD.

Results
* orbital gap: 8.13 eV
* relative energy (zero: lowest compared OMol25 entry of this formula, charge and spin): 54.5 kcal per mole
* strongest force on any atom: 4.14 eV/A
* total energy: -6851.1668 eV
* highest occupied orbital energy: -0.2636 hartree

Last columns: bonded neighbours and bond lengths (Å).
Element x y z (Å)
1 C -1.16138 0.97190 -1.29771  C4 1.580, H7 1.117, H8 1.106, H9 1.163
2 N 1.47914 1.02724 -0.14931  C3 1.388, H10 0.967, H11 1.044
3 C 0.66802 -0.06663 0.11943  N2 1.388, C4 1.383, C6 1.517
4 C -0.68844 0.16349 -0.02502  C1 1.580, C3 1.383, C5 1.455
5 C -1.64897 -0.62397 0.73286  C4 1.455, H12 1.083, H13 1.137, H14 1.025
6 C 1.35350 -1.32207 0.62406  C3 1.517, H15 1.074, H16 1.117, H17 1.105
7 H -2.05885 0.48278 -1.74944  C1 1.117
8 H -1.50374 2.00169 -1.08226  C1 1.106
9 H -0.47126 0.85038 -2.22648  C1 1.163
10 H 2.38224 0.68574 -0.09873  N2 0.967
11 H 1.18581 1.86482 0.40081  N2 1.044
12 H -1.51162 -1.69573 0.79849  C5 1.083
13 H -1.52528 -0.29463 1.81393  C5 1.137
14 H -2.48629 -0.53465 0.14836  C5 1.025
15 H 1.24253 -2.09128 -0.11748  C6 1.074
16 H 0.80911 -1.80816 1.47027  C6 1.117
17 H 2.44701 -1.38800 0.76599  C6 1.105


Record 4
The molecule C5H11N, computed with ωB97M-V/def2-TZVPD.

Results
* orbital gap: 10.55 eV
* relative energy (zero: lowest compared OMol25 entry of this formula, charge and spin): 48.6 kcal per mole
* strongest force on any atom: 3.23 eV/A
* total energy: -6851.4203 eV
* highest occupied orbital energy: -0.3404 hartree

Last columns: bonded neighbours and bond lengths (Å).
Element x y z (Å)
1 C -0.56105 -1.24624 -2.06498  C2 1.521, H7 1.096, H8 1.092, H9 1.097
2 C -0.48815 0.06907 -1.30379  C1 1.521, C3 1.533, H10 1.098, H11 1.104
3 C -0.41980 -0.24044 0.19610  C2 1.533, N4 1.430, H12 1.253, H13 1.111
4 N -0.17027 0.94186 0.96062  C3 1.430, C5 1.446, C6 1.430
5 C 0.26897 0.80508 2.33113  N4 1.446, C6 1.501, H14 1.092, H15 1.092
6 C 1.23027 1.08297 1.21245  N4 1.430, C5 1.501, H16 1.097, H17 1.153
7 H 0.28212 -1.88149 -1.77219  C1 1.096
8 H -0.52904 -1.09563 -3.14637  C1 1.092
9 H -1.48455 -1.78766 -1.82343  C1 1.097
10 H 0.43051 0.61610 -1.55335  C2 1.098
11 H -1.32132 0.72709 -1.60537  C2 1.104
12 H 0.61830 -0.91995 0.36837  C3 1.253
13 H -1.36903 -0.68926 0.55852  C3 1.111
14 H -0.18297 1.55200 2.98657  C5 1.092
15 H 0.39155 -0.18121 2.78453  C5 1.092
16 H 1.67867 2.06789 1.03069  C6 1.097
17 H 1.69185 0.08882 0.85453  C6 1.153


Record 5
The molecule C5H11N, computed with ωB97M-V/def2-TZVPD.

Results
* orbital gap: 10.18 eV
* relative energy (zero: lowest compared OMol25 entry of this formula, charge and spin): 27.6 kcal per mole
* strongest force on any atom: 0.24 eV/A
* total energy: -6852.3335 eV
* highest occupied orbital energy: -0.3278 hartree

Last columns: bonded neighbours and bond lengths (Å).
Element x y z (Å)
1 C 1.80340 -0.48232 1.05337  C2 1.524, H7 1.094, H8 1.094, H9 1.094
2 C 0.92195 0.75971 0.98848  C1 1.524, N3 1.452, H10 1.103, H11 1.096
3 N 0.04840 0.72817 -0.17119  C2 1.452, C4 1.446, C5 1.445
4 C -1.34218 1.11360 -0.07616  N3 1.446, C5 1.488, H12 1.093, H13 1.089
5 C -0.95476 -0.29776 -0.34377  N3 1.445, C4 1.488, C6 1.510, H14 1.095
6 C -0.97920 -0.90051 -1.72780  C5 1.510, H15 1.094, H16 1.097, H17 1.095
7 H 2.66017 -0.31940 1.71393  C1 1.094
8 H 1.25179 -1.34930 1.42991  C1 1.094
9 H 2.18434 -0.72787 0.05780  C1 1.094
10 H 0.37093 0.87931 1.93661  C2 1.103
11 H 1.55428 1.64770 0.87288  C2 1.096
12 H -1.76030 1.32324 0.91127  C4 1.093
13 H -1.71503 1.75072 -0.87686  C4 1.089
14 H -1.14120 -0.98561 0.48768  C5 1.095
15 H -1.93867 -1.36709 -1.97192  C6 1.094
16 H -0.19322 -1.65896 -1.82426  C6 1.097
17 H -0.77069 -0.11364 -2.45997  C6 1.095


Record 6
A cluster of 2 separate species, C5H11N in total, computed with ωB97M-V/def2-TZVPD.

Results
* orbital gap (alpha / beta): 7.69 / 3.96 eV
* relative energy (zero: lowest compared OMol25 entry of this formula, charge and spin): 88.8 kcal per mole
* strongest force on any atom: 1.61 eV/A
* total energy: -6842.1809 eV
* net charge: +1
* 2S+1: 2
* highest occupied orbital energy (alpha / beta): -0.4840 / -0.4817 hartree

Last columns: bonded neighbours and bond lengths (Å).
Element x y z (Å)
1 C -2.59442 -0.20862 0.59764  C2 1.459, H4 1.101, H5 1.085, H6 1.102
2 C -1.66286 -0.29616 -0.52206  C1 1.459, C3 1.393, H7 1.088
3 C -1.51315 -1.38969 -1.37183  C2 1.393, H8 1.084, H9 1.087
4 H -2.49646 -1.09431 1.24434  C1 1.101
5 H -2.39920 0.67862 1.19014  C1 1.085
6 H -3.62632 -0.22848 0.21200  C1 1.102
7 H -1.12044 0.62586 -0.71895  C2 1.088
8 H -0.68399 -1.48431 -2.06318  C3 1.084
9 H -2.06622 -2.31526 -1.23648  C3 1.087
10 C 2.16849 1.02052 1.30050  N12 1.460, H13 1.087, H14 1.094, H15 1.093
11 C 2.28991 0.23552 -0.86225  N12 1.268, H16 1.093, H17 1.091
12 N 2.21841 -0.09511 0.35946  C10 1.460, C11 1.268
13 H 1.51121 0.79496 2.13602  C10 1.087
14 H 1.88330 1.96857 0.83479  C10 1.094
15 H 3.15791 1.13022 1.75093  C10 1.093
16 H 2.46347 -0.57208 -1.57806  C11 1.093
17 H 2.47037 1.22975 -1.27303  C11 1.091


Question: Which value of total energy does entry 6 give?
Answer: -6842.1809 eV